Computed, not measured: 14 unconnected molecules or ions with the total composition C41H119N19O14 at a distorted geometry, with ωB97M-V with the def2-TZVPD basis set.

Last column: Löwdin charge in e.
Atoms and positions in Å:
1 C 28.078317 15.355663 -0.475971  -0.082
2 C 29.123550 15.001581 0.502649  -0.453
3 C 29.001886 15.685727 1.903348  -0.196
4 O 29.002304 17.098162 1.718828  -0.186
5 C 28.749598 17.788427 2.915940  -0.123
6 N 29.327516 13.551034 0.621574  0.051
7 H 28.083968 14.850499 -1.441824  0.080
8 H 28.064930 16.409307 -0.754828  0.079
9 H 27.115260 15.198111 0.009617  0.080
10 H 29.990620 15.512555 0.084107  0.127
11 H 29.830464 15.332553 2.517208  0.119
12 H 28.078117 15.391292 2.401421  0.120
13 H 27.921107 17.371034 3.488210  0.085
14 H 28.519930 18.822170 2.657662  0.088
15 H 29.623355 17.814209 3.567092  0.083
16 H 28.591961 13.248225 1.243955  0.068
17 H 30.167646 13.233429 1.083552  0.062
18 C 34.904623 6.236882 -7.453823  -0.065
19 C 34.607271 5.259929 -8.585355  -0.435
20 C 35.592125 5.402832 -9.773625  -0.280
21 O 36.860762 5.193723 -9.435092  -0.177
22 C 37.818292 5.333738 -10.500238  -0.078
23 N 34.453351 3.934970 -8.015123  0.040
24 H 34.362917 5.951421 -6.552066  0.075
25 H 34.741358 7.282050 -7.716600  0.079
26 H 35.992005 6.264535 -7.383577  0.072
27 H 33.697821 5.658016 -9.035392  0.126
28 H 35.586127 6.434679 -10.124845  0.126
29 H 35.325616 4.720264 -10.580581  0.124
30 H 37.776919 4.603717 -11.308596  0.088
31 H 38.841859 5.477655 -10.154263  0.087
32 H 37.738355 6.304381 -10.989689  0.081
33 H 35.306264 3.718613 -7.519303  0.074
34 H 34.293001 3.239614 -8.729880  0.068
35 C 30.404123 8.206970 -2.336857  -0.054
36 C 30.706524 8.909950 -3.664007  -0.454
37 C 29.422301 9.432921 -4.257848  -0.236
38 O 28.637975 8.371572 -4.725095  -0.182
39 C 27.401042 8.775780 -5.255390  -0.111
40 N 31.413351 10.052338 -3.295730  0.009
41 H 31.259184 8.158495 -1.662601  0.073
42 H 30.129675 7.159657 -2.463040  0.070
43 H 29.594199 8.730947 -1.829352  0.085
44 H 31.345361 8.319455 -4.320730  0.150
45 H 29.735234 9.976788 -5.149131  0.118
46 H 28.891715 10.173003 -3.658806  0.131
47 H 26.738230 7.966399 -5.561469  0.086
48 H 27.674015 9.307525 -6.166898  0.083
49 H 26.794863 9.420002 -4.618509  0.084
50 H 32.221221 9.686478 -2.812420  0.072
51 H 31.051900 10.712677 -2.622367  0.085
52 C 28.025186 13.810177 -12.624114  -0.074
53 C 28.421530 12.587509 -11.858220  -0.513
54 C 29.923229 12.297629 -11.847802  -0.162
55 O 30.416681 11.224546 -11.010852  -0.216
56 C 29.978077 9.894627 -11.299817  -0.097
57 N 27.849661 12.764177 -10.581378  0.045
58 H 28.497681 14.676462 -12.161092  0.086
59 H 26.950656 13.992810 -12.635741  0.076
60 H 28.233578 13.903693 -13.689916  0.078
61 H 27.998268 11.683981 -12.297089  0.123
62 H 30.487171 13.186269 -11.564289  0.132
63 H 30.160666 11.919069 -12.841993  0.121
64 H 30.485311 9.363292 -10.494511  0.090
65 H 30.426182 9.597794 -12.248065  0.085
66 H 28.892957 9.791751 -11.293033  0.077
67 H 27.984171 11.843050 -10.189539  0.069
68 H 26.853993 12.871021 -10.712979  0.077
69 C 34.564482 15.670491 -2.127934  -0.053
70 C 35.092083 16.266315 -0.789335  -0.420
71 C 35.190193 17.798425 -0.654467  -0.218
72 O 36.175222 18.292975 -1.540829  -0.191
73 C 36.653498 19.579424 -1.089618  -0.088
74 N 34.266948 15.788730 0.331034  0.020
75 H 33.587241 16.062173 -2.410250  0.068
76 H 34.297697 14.620599 -2.006855  0.068
77 H 35.253478 15.951847 -2.924325  0.079
78 H 36.062977 15.781508 -0.687217  0.131
79 H 35.501106 17.957727 0.378039  0.112
80 H 34.216698 18.202970 -0.931524  0.132
81 H 35.961159 20.413059 -1.207207  0.088
82 H 37.481849 19.729974 -1.781916  0.085
83 H 37.101385 19.430328 -0.107134  0.085
84 H 33.309680 15.978403 0.070735  0.059
85 H 34.421078 16.375176 1.138765  0.056
86 C 24.139337 7.602739 -10.477295  -0.096
87 C 23.610538 6.450045 -9.666756  -0.455
88 C 22.150184 6.718472 -9.125410  -0.129
89 O 22.202670 7.739356 -8.056384  -0.196
90 C 20.977469 8.234808 -7.564265  -0.132
91 N 23.599276 5.359687 -10.578732  0.021
92 H 23.601595 7.662787 -11.423502  0.082
93 H 25.187408 7.566834 -10.774573  0.077
94 H 24.054506 8.502471 -9.867869  0.077
95 H 24.304757 6.349753 -8.832427  0.139
96 H 21.722135 5.782073 -8.767577  0.120
97 H 21.606614 7.067863 -10.003229  0.117
98 H 20.329282 8.796314 -8.237055  0.082
99 H 21.229496 8.985033 -6.814779  0.077
100 H 20.395931 7.484236 -7.028956  0.081
101 H 24.377918 5.617453 -11.168118  0.060
102 H 22.854162 5.414881 -11.258332  0.074
103 C 23.885664 5.629350 -1.999219  -0.067
104 C 22.804500 4.777968 -2.585898  -0.435
105 C 21.484225 5.487707 -2.984398  -0.198
106 O 20.849825 5.797481 -1.755746  -0.174
107 C 19.610808 6.410433 -1.890050  -0.140
108 N 23.306100 3.849681 -3.619225  0.046
109 H 23.547210 6.180959 -1.122136  0.074
110 H 24.275261 6.301016 -2.764197  0.079
111 H 24.712449 5.042524 -1.599018  0.081
112 H 22.360587 4.185422 -1.785940  0.124
113 H 20.884574 4.859253 -3.642852  0.121
114 H 21.705325 6.391587 -3.552045  0.121
115 H 19.577210 7.394873 -2.356805  0.075
116 H 19.159099 6.450378 -0.898852  0.095
117 H 18.962672 6.045128 -2.686637  0.080
118 H 24.300770 3.936992 -3.771243  0.062
119 H 22.875595 3.984669 -4.522852  0.056
120 C 31.789722 -1.064636 2.616696  -0.086
121 C 32.292988 -0.787255 1.233507  -0.443
122 C 32.039795 0.629304 0.863687  -0.228
123 O 32.532146 0.813250 -0.461056  -0.184
124 C 32.425024 2.169629 -0.966279  -0.094
125 N 33.726743 -1.167718 1.256904  0.049
126 H 32.599598 -0.838822 3.310378  0.073
127 H 31.736191 -2.153299 2.609633  0.082
128 H 30.851249 -0.619357 2.946991  0.083
129 H 31.666051 -1.422645 0.607939  0.144
130 H 32.638772 1.316848 1.460855  0.127
131 H 31.005923 0.923693 1.044056  0.128
132 H 32.705901 2.170188 -2.019472  0.080
133 H 33.086948 2.845458 -0.424799  0.074
134 H 31.448079 2.652967 -0.974760  0.081
135 H 34.050178 -1.181482 2.213607  0.050
136 H 33.857371 -2.154339 1.084797  0.067
137 C 21.993045 13.833085 -2.317621  -0.055
138 C 21.030647 12.671008 -2.696226  -0.434
139 C 19.812589 13.100713 -3.574220  -0.153
140 O 19.013325 11.944052 -4.076949  -0.196
141 C 17.881723 12.437081 -4.770042  -0.136
142 N 21.842343 11.650858 -3.323952  0.020
143 H 22.413417 14.376081 -3.164115  0.076
144 H 22.821795 13.393724 -1.762430  0.070
145 H 21.544291 14.599840 -1.686109  0.074
146 H 20.677405 12.099642 -1.837822  0.130
147 H 20.164138 13.727005 -4.394150  0.120
148 H 19.237596 13.720440 -2.886160  0.117
149 H 17.245317 13.040809 -4.123043  0.082
150 H 17.241588 11.574810 -4.956626  0.085
151 H 18.122485 12.971747 -5.688884  0.087
152 H 21.323032 11.035720 -3.933885  0.062
153 H 22.408299 12.192267 -3.961666  0.061
154 C 29.312769 3.287870 -5.733418  -0.795
155 O 28.140559 3.100511 -5.417590  0.016
156 N 29.872488 4.497557 -5.653363  0.146
157 N 30.072884 2.489592 -6.333517  0.174
158 H 30.598309 4.843234 -6.264739  0.101
159 H 29.246223 5.192589 -5.272790  0.103
160 H 31.017571 2.756799 -6.570715  0.118
161 H 29.764780 1.541142 -6.493578  0.132
162 C 34.533292 12.133373 -7.193742  -0.796
163 O 35.143069 12.535264 -8.180236  0.010
164 N 33.288692 11.734296 -7.174848  0.165
165 N 35.067355 12.124285 -6.017945  0.161
166 H 32.807593 11.582881 -6.299788  0.101
167 H 32.776665 11.663605 -8.042564  0.116
168 H 34.485566 11.957541 -5.209358  0.110
169 H 36.025521 12.443016 -5.997519  0.124
170 C 25.073126 10.438973 0.678912  -0.813
171 O 25.952853 10.714783 1.469846  0.024
172 N 25.233476 10.605415 -0.579904  0.169
173 N 23.944795 9.817609 0.986163  0.162
174 H 24.513749 10.564242 -1.287293  0.110
175 H 26.048217 11.197602 -0.654822  0.120
176 H 23.330461 9.478345 0.259802  0.105
177 H 23.880949 9.493215 1.940512  0.114
178 C 35.714977 6.930090 -1.876345  -0.773
179 O 35.548379 8.032143 -2.319576  0.049
180 N 36.003443 5.766151 -2.422075  0.150
181 N 35.485641 6.635796 -0.607825  0.137
182 H 36.052573 5.817410 -3.429569  0.116
183 H 36.137633 4.951933 -1.839726  0.110
184 H 35.199370 7.315107 0.082593  0.112
185 H 35.619802 5.700729 -0.250371  0.098
186 C 33.766008 10.886574 2.083127  -0.856
187 O 33.639950 9.733716 2.248665  0.073
188 N 34.086207 11.338377 0.898871  0.155
189 N 33.746210 11.831464 2.968695  0.172
190 H 33.899426 12.288984 0.613285  0.097
191 H 34.428017 10.646216 0.247583  0.114
192 H 33.516630 11.480323 3.887447  0.125
193 H 33.820861 12.765358 2.591369  0.109

Atoms 1-2, force components in eV/Å:
-2.1540 0.5701 -0.2968
2.3161 0.6529 0.8232

The multiplicity is 1. The value obtained for the electronic energy is -3726.9829 hartree. Its net charge is 0. The HOMO energy is -8.7 eV. The value obtained for the largest force on an atom is 7.3 eV/Å. The HOMO-LUMO gap comes out at 0.3287 hartree.

=====

Computed, not measured: 3 unconnected molecules or ions with the total composition C41H26IN2O4 at a distorted geometry, with ωB97M-V with the def2-TZVPD basis set.

Last column: Löwdin charge in e.
Atoms and positions in Å:
1 C 5.059735 -3.106784 3.118192  0.152
2 C 4.813714 -2.613700 1.910127  -0.064
3 N 4.102137 -2.029257 0.729591  -0.035
4 C 2.716337 -2.440048 0.476921  0.088
5 N 2.313990 -1.654317 -0.703994  -0.113
6 C 0.951709 -1.676501 -1.362462  -0.142
7 C 0.001110 -0.692169 -0.868495  0.054
8 C 3.406391 -0.794496 -1.192145  -0.500
9 I 3.232082 0.527558 -2.924240  0.945
10 C 4.627547 -1.031296 -0.212272  -0.086
11 C 6.053090 -0.312217 -0.279111  -0.128
12 C 7.367277 -1.111670 0.079850  -0.012
13 C 8.771537 -0.370691 0.008268  -0.031
14 C 8.766536 1.162126 -0.431965  -0.044
15 C 7.465544 1.976027 -0.800363  -0.036
16 C 6.064808 1.216951 -0.717511  -0.039
17 H 5.179135 -3.320364 4.255320  0.096
18 H 2.031171 -3.172794 1.053854  0.185
19 H 0.713514 -2.427508 -2.213285  0.144
20 H 0.423883 0.372752 -0.653106  0.103
21 H -1.114646 -0.905152 -0.679097  0.101
22 H 7.361596 -2.218402 0.382580  0.094
23 H 9.775156 -0.875109 0.267259  0.101
24 H 9.787722 1.686927 -0.457558  0.093
25 H 7.465299 3.085171 -1.121846  0.101
26 H 5.126444 1.816318 -1.004889  0.047
27 C -7.458267 2.894117 -6.367520  -0.049
28 C -7.835264 1.852525 -5.521784  -0.050
29 C -6.870380 1.160021 -4.795987  0.006
30 C -5.522083 1.500405 -4.923771  -0.087
31 C -5.142527 2.527023 -5.789047  -0.085
32 C -6.114828 3.231780 -6.502776  0.009
33 C -3.713595 2.864374 -5.970773  -0.277
34 O -3.380490 3.763918 -6.724038  0.110
35 C -2.693329 2.088285 -5.231539  -0.077
36 C -1.337591 2.356918 -5.436573  0.012
37 C -0.371457 1.640609 -4.735343  -0.064
38 C -0.755342 0.661116 -3.821099  -0.083
39 C -2.104641 0.387401 -3.618824  0.001
40 C -3.075773 1.094650 -4.331632  -0.078
41 C -4.505916 0.771036 -4.135240  -0.278
42 O -4.841757 -0.090102 -3.337513  0.100
43 H -8.212467 3.440064 -6.926558  0.111
44 H -8.882487 1.581375 -5.426430  0.111
45 H -7.171499 0.352501 -4.134516  0.122
46 H -5.827322 4.041114 -7.167886  0.124
47 H -1.030932 3.121247 -6.145351  0.125
48 H 0.682194 1.847606 -4.900220  0.085
49 H -0.001595 0.107156 -3.268551  0.029
50 H -2.397398 -0.380791 -2.908322  0.109
51 C 2.319082 0.742646 5.544083  -0.050
52 C 2.543813 -0.045730 4.416918  -0.065
53 C 1.526907 -0.855711 3.919968  -0.011
54 C 0.285390 -0.888810 4.556108  -0.086
55 C 0.067877 -0.118992 5.697874  -0.077
56 C 1.084026 0.706894 6.185294  0.015
57 C -1.228340 -0.183577 6.409564  -0.276
58 O -1.420640 0.492100 7.406130  0.115
59 C -2.282820 -1.086291 5.898566  -0.084
60 C -3.489964 -1.201356 6.591900  0.012
61 C -4.493230 -2.038753 6.110710  -0.045
62 C -4.298300 -2.756103 4.931921  -0.050
63 C -3.094824 -2.648396 4.241271  0.004
64 C -2.080853 -1.820058 4.729305  -0.089
65 C -0.793071 -1.739783 4.008044  -0.280
66 O -0.618137 -2.372002 2.975500  0.070
67 H 3.109466 1.381692 5.926691  0.112
68 H 3.511727 -0.027293 3.924018  0.099
69 H 1.706720 -1.463969 3.037902  0.087
70 H 0.916803 1.319582 7.066636  0.127
71 H -3.650635 -0.642886 7.509917  0.125
72 H -5.428951 -2.130601 6.654251  0.113
73 H -5.083765 -3.403482 4.553225  0.111
74 H -2.947607 -3.214145 3.325563  0.120

Atoms 1-2, force components in eV/Å:
-1.9379 3.4231 -6.4312
-0.1350 -1.7741 6.0029

The multiplicity is 1. The value obtained for the electronic energy is -2285.4799 hartree. Its net charge is +1. The HOMO energy is -11.3 eV. The value obtained for the largest force on an atom is 7.5 eV/Å. The HOMO-LUMO gap comes out at 0.2711 hartree.

=====

Q: The highest net charge belongs to which entry?
A: C41H26IN2O4